ORCA calculation (the ωB97M-V functional and the def2-TZVPD basis) on a molecular structure, C33H72IrN12SSi2 at a distorted geometry.

Element x y z (Å)
Ir -0.2051 -0.0214 -0.2438
C -1.2708 -4.6741 5.2743
N -1.8580 -3.7818 4.2829
C -3.2913 -3.5870 4.4289
C -1.0884 -3.2071 3.3125
N -1.2645 -2.0850 2.7041
C -2.3184 -1.1576 3.0338
C -2.2351 0.1497 2.2492
N -2.2889 0.1100 0.7563
C -3.1015 -0.9845 0.1853
C -2.2082 -2.1539 -0.2115
N -1.3033 -1.7157 -1.2611
C -1.2840 -2.2984 -2.4282
N -0.4697 -1.9396 -3.4548
C -0.4711 -2.6384 -4.7373
C 0.5285 -0.8898 -3.4099
N -2.1038 -3.4029 -2.7151
C -1.6121 -4.6982 -2.2789
C -3.5392 -3.2364 -2.8390
C -2.7423 1.4336 0.2885
C -2.5181 1.6332 -1.1978
N -1.1004 1.5642 -1.4975
C -0.6283 2.3088 -2.4846
N -1.4474 2.8419 -3.4373
C -1.4304 4.2608 -3.7713
C -2.4988 2.0702 -4.0751
N 0.6990 2.4929 -2.6359
C 1.2813 3.0435 -3.8480
C 1.6563 2.3253 -1.5533
N 0.0196 -3.9635 2.9128
C -0.1366 -5.3528 2.5447
C 1.3677 -3.4915 3.1094
H -1.6074 -4.3712 6.2674
H -0.1877 -4.6067 5.2515
H -1.5753 -5.7115 5.1138
H -3.7214 -4.4984 4.8426
H -3.7598 -3.4150 3.4623
H -3.5310 -2.7619 5.1045
H -2.2762 -0.8635 4.0914
H -3.3061 -1.6002 2.8813
H -1.3139 0.6647 2.5104
H -3.0800 0.7515 2.6046
H -3.6102 -0.6194 -0.7054
H -3.8702 -1.3149 0.8841
H -2.8244 -3.0074 -0.4918
H -1.6085 -2.4259 0.6592
H -1.3113 -3.3146 -4.8038
H 0.4549 -3.2046 -4.8588
H -0.5385 -1.9102 -5.5471
H 0.6838 -0.5366 -2.3941
H 0.2251 -0.0480 -4.0376
H 1.4744 -1.2799 -3.7882
H -0.5228 -4.7040 -2.3251
H -1.9904 -5.4678 -2.9538
H -1.9217 -4.9519 -1.2566
H -3.7688 -2.1865 -3.0204
H -4.0953 -3.5766 -1.9575
H -3.8918 -3.8159 -3.6958
H -2.1736 2.1939 0.8269
H -3.8079 1.5714 0.5055
H -2.9198 2.6154 -1.4596
H -3.0710 0.8780 -1.7632
H -0.7257 4.7926 -3.1366
H -2.4208 4.6873 -3.5964
H -1.1706 4.4207 -4.8204
H -2.3628 1.0080 -3.8777
H -2.4353 2.2321 -5.1534
H -3.4992 2.3735 -3.7529
H 0.6253 2.8836 -4.6988
H 2.2261 2.5347 -4.0400
H 1.4863 4.1130 -3.7517
H 1.9696 3.2914 -1.1567
H 2.5286 1.7908 -1.9253
H 1.2214 1.7554 -0.7282
H -1.1553 -5.5307 2.2018
H 0.0848 -6.0561 3.3564
H 0.5517 -5.5685 1.7241
H 1.3445 -2.4525 3.4333
H 1.9412 -3.5674 2.1806
H 1.8868 -4.0823 3.8757
C 4.1077 6.1777 -0.1985
C 2.6846 6.5896 -0.4166
C 2.3236 7.9055 -0.7126
C 0.9752 8.1323 -0.9579
N 0.0663 7.1798 -0.8682
C 0.4718 5.9499 -0.5204
S -0.7306 4.7481 -0.3075
N 1.7651 5.6358 -0.3391
H 4.7866 7.0087 -0.3736
H 4.3586 5.3538 -0.8671
H 4.2379 5.8218 0.8242
H 3.0541 8.6981 -0.7736
H 0.5977 9.1114 -1.2307
C 2.3422 -2.4568 -0.9539
Si 2.9449 -1.1818 0.3350
C 4.0264 0.1269 -0.5104
C 4.0747 -2.0710 1.5743
C 1.3907 -0.4079 1.1239
Si 1.7028 0.8279 2.5568
C 1.2970 2.6096 2.0786
C 0.6073 0.3355 4.0322
C 3.4868 0.7924 3.1736
H 2.7671 -2.2377 -1.9355
H 1.2541 -2.4760 -1.0503
H 2.6695 -3.4625 -0.6875
H 5.0756 -0.1462 -0.3938
H 3.8908 1.1130 -0.0615
H 3.8355 0.2117 -1.5810
H 4.4455 -3.0028 1.1447
H 3.5905 -2.3095 2.5204
H 4.9437 -1.4519 1.7970
H 0.7754 -1.2386 1.5299
H 0.3462 2.7015 1.5526
H 2.0704 3.0442 1.4445
H 1.2391 3.2173 2.9840
H -0.0735 1.1433 4.3079
H 1.2275 0.1305 4.9062
H 0.0145 -0.5563 3.8328
H 4.2060 1.0124 2.3826
H 3.7433 -0.1790 3.5962
H 3.6208 1.5371 3.9596

Values from the calculation:
LUMO level (spin up / spin down): -8.8 / -8.7 eV
HOMO (spin up / spin down): -11.47 / -11.59 eV
gap between HOMO and LUMO (spin up / spin down): 2.65 / 2.92 eV
E_tot: -3038.5034 Ha
charge: +2
2S+1: 2
expectation value of S²: 1.24